1.
Molecular formula: C5H12N2O
Method: DFT, the ωB97M-V functional and the def2-TZVPD basis

Atoms and positions in Å:
C1 -1.364 0.674 2.453
C2 -1.402 0.405 1.131
C3 -0.224 -0.159 0.404
C4 -0.745 -1.482 -0.191
O1 0.995 -0.258 1.190
C5 0.116 0.859 -1.019
N1 0.937 0.131 -1.911
N2 2.349 0.213 -1.775
H1 -2.221 0.957 2.938
H2 -0.479 0.813 3.006
H3 -2.279 0.516 0.534
H4 -0.113 -1.760 -1.010
H5 -1.634 -1.474 -0.641
H6 -0.654 -2.429 0.546
H7 0.861 -1.020 1.805
H8 0.799 1.655 -0.502
H9 -0.867 1.108 -1.312
H10 0.637 0.291 -2.897
H11 2.648 1.188 -1.743
H12 2.639 -0.229 -1.004

Properties
DFT total energy (a.u.): -382.3353
Energy above the lowest of the compared OMol25 structures with the same formula, charge and spin (kcal/mol): 104.92
Highest occupied orbital energy (eV): -8.467
SMILES string: C=C[C@](C)(O)CNN


2.
Molecular formula: C5H12N2O
Method: DFT, the ωB97M-V functional and the def2-TZVPD basis

Atoms and positions in Å:
C1 1.375 0.033 2.579
N1 1.904 0.451 1.311
C2 1.418 0.043 0.046
O1 2.071 0.300 -0.936
C3 0.090 -0.599 -0.151
N2 -0.771 0.347 -0.891
C4 -2.212 0.126 -0.398
C5 -0.679 0.113 -2.493
H1 2.196 -0.071 3.388
H2 1.034 -1.079 2.436
H3 0.640 0.778 2.969
H4 2.581 1.211 1.392
H5 -0.319 -0.833 0.777
H6 0.269 -1.575 -0.669
H7 -2.553 -0.814 -0.641
H8 -2.736 1.112 -0.820
H9 -2.321 0.251 0.739
H10 -1.252 -0.752 -2.890
H11 0.347 -0.018 -2.749
H12 -1.081 0.976 -3.002

Properties
DFT total energy (a.u.): -382.3953
Energy above the lowest of the compared OMol25 structures with the same formula, charge and spin (kcal/mol): 67.28
Highest occupied orbital energy (eV): -8.845
SMILES string: CNC(=O)CN(C)C


3.
Molecular formula: C5H12N2O
Method: DFT, the ωB97M-V functional and the def2-TZVPD basis

Atoms and positions in Å:
H1 -0.751 -1.725 -1.669
N1 0.090 -1.404 -1.190
C1 -0.046 -0.311 -0.593
C2 -1.258 0.569 -0.533
C3 -1.930 0.526 0.835
O1 -2.252 0.090 -1.512
C4 1.202 0.266 0.189
C5 1.413 -0.568 1.450
N2 2.402 0.211 -0.617
H2 -0.979 1.603 -0.792
H3 -1.303 1.002 1.584
H4 -2.880 1.049 0.772
H5 -2.123 -0.505 1.119
H6 -1.894 0.188 -2.402
H7 1.023 1.313 0.456
H8 0.574 -0.467 2.133
H9 2.321 -0.239 1.950
H10 1.521 -1.615 1.176
H11 2.302 0.767 -1.459
H12 2.568 -0.751 -0.897

Properties
DFT total energy (a.u.): -382.4485
Energy above the lowest of the compared OMol25 structures with the same formula, charge and spin (kcal/mol): 33.89
Highest occupied orbital energy (eV): -9.086
SMILES string: [H]/N=C(\[C@H](C)O)[C@@H](C)N


4.
Molecular formula: C5H12N2O
Method: DFT, the ωB97M-V functional and the def2-TZVPD basis

Atoms and positions in Å:
C1 0.311 -0.454 -2.378
C2 0.873 -0.649 -0.900
N1 2.315 -0.426 -0.867
C3 0.319 0.314 0.218
N2 -0.321 -0.542 1.239
C4 -1.025 0.308 2.198
C5 -2.038 1.313 1.630
O1 -2.124 2.478 1.952
H1 1.041 -0.743 -3.134
H2 -0.252 0.473 -2.525
H3 -0.447 -1.241 -2.593
H4 0.451 -1.705 -0.662
H5 2.592 -1.237 -0.281
H6 2.918 -0.406 -1.682
H7 -0.352 1.059 -0.188
H8 1.138 0.914 0.621
H9 -0.928 -1.200 0.755
H10 -1.441 -0.270 3.102
H11 -0.241 0.946 2.633
H12 -2.788 1.070 0.861

Properties
DFT total energy (a.u.): -382.3887
Energy above the lowest of the compared OMol25 structures with the same formula, charge and spin (kcal/mol): 71.41
Highest occupied orbital energy (eV): -9.010
SMILES string: C[C@@H](N)CNCC=O


5.
Molecular formula: C5H12N2O
Method: DFT, the ωB97M-V functional and the def2-TZVPD basis

Atoms and positions in Å:
C1 -0.142 -2.282 -0.446
C2 -1.166 -1.466 -0.070
C3 -1.241 -0.067 -0.399
O1 -2.486 0.569 -0.266
C4 -0.049 0.771 0.748
N1 -0.084 2.136 0.398
N2 1.189 0.133 0.727
C5 2.092 0.467 -0.363
H1 0.361 -2.103 -1.388
H2 -0.157 -3.327 -0.172
H3 -1.782 -1.774 0.771
H4 -0.831 0.209 -1.369
H5 -2.920 0.241 0.531
H6 -0.557 0.564 1.701
H7 -1.030 2.487 0.306
H8 0.738 2.713 0.492
H9 1.027 -0.933 0.713
H10 1.758 0.094 -1.340
H11 3.062 0.020 -0.151
H12 2.218 1.547 -0.422

Properties
DFT total energy (a.u.): -382.3772
Energy above the lowest of the compared OMol25 structures with the same formula, charge and spin (kcal/mol): 78.65
Highest occupied orbital energy (eV): -7.580
SMILES string: C=C[C@@H](O)[C@H](N)NC


6.
Molecular formula: C5H12N2O
Method: DFT, the ωB97M-V functional and the def2-TZVPD basis

Atoms and positions in Å:
N1 -0.148 2.114 -0.353
C1 0.445 0.848 -0.130
C2 0.082 0.120 1.273
C3 0.963 -0.969 1.741
C4 -1.449 -0.170 1.464
C5 0.054 -0.297 -1.271
N2 0.993 -1.347 -1.364
O1 -1.068 -0.282 -1.784
H1 0.377 3.009 -0.451
H2 -1.184 2.176 -0.517
H3 1.595 0.898 -0.112
H4 0.212 1.033 2.035
H5 0.674 -2.039 1.291
H6 0.911 -1.058 2.845
H7 2.054 -0.806 1.511
H8 -1.840 -0.707 0.642
H9 -1.511 -0.584 2.578
H10 -1.973 0.789 1.490
H11 2.008 -1.012 -1.385
H12 0.748 -2.002 -2.095

Properties
DFT total energy (a.u.): -382.1249
Energy above the lowest of the compared OMol25 structures with the same formula, charge and spin (kcal/mol): 26.60
Charge: +1
⟨S²⟩: 0.76
Highest occupied orbital energy (alpha / beta) (eV): -14.847 / -14.743
Spin multiplicity: 2


7.
Molecular formula: C5H12N2O
Method: DFT, the ωB97M-V functional and the def2-TZVPD basis

Atoms and positions in Å:
C1 -1.005 2.229 -0.606
C2 -0.570 1.019 -0.781
N1 -1.521 0.153 -1.556
C3 0.722 0.395 -0.474
C4 0.609 -0.482 0.831
N2 1.813 -0.891 1.593
C5 -0.192 -1.811 0.510
O1 0.307 -2.817 0.819
H1 -0.396 2.985 0.074
H2 -1.962 2.777 -0.662
H3 -2.361 -0.129 -1.064
H4 -1.117 -0.654 -1.930
H5 -1.840 0.573 -2.601
H6 1.431 1.216 -0.119
H7 1.135 -0.046 -1.295
H8 -0.037 0.084 1.500
H9 2.000 -2.031 1.643
H10 1.670 -0.726 2.618
H11 2.621 -0.275 1.468
H12 -1.307 -1.568 0.034

Properties
DFT total energy (a.u.): -381.7197
Energy above the lowest of the compared OMol25 structures with the same formula, charge and spin (kcal/mol): 55.10
Charge: +2
Highest occupied orbital energy (eV): -18.674
SMILES string: C=C([NH3+])C[C@H]([NH3+])C=O


8.
Molecular formula: C5H12N2O
Method: DFT, the ωB97M-V functional and the def2-TZVPD basis

Atoms and positions in Å:
C1 2.838 0.887 -1.590
N1 1.975 0.986 -0.666
C2 1.128 -0.148 -0.407
C3 -0.006 0.415 0.557
C4 -1.207 -0.664 0.537
N2 -1.860 -0.563 1.879
C5 -2.116 -0.726 -0.793
O1 -1.569 -1.049 -1.807
H1 3.428 1.679 -1.974
H2 2.991 -0.150 -2.074
H3 1.902 1.904 -0.202
H4 0.483 -0.318 -1.367
H5 1.701 -1.018 -0.094
H6 -0.339 1.307 -0.004
H7 0.487 0.655 1.623
H8 -0.576 -1.582 0.457
H9 -2.828 -1.005 1.964
H10 -2.240 0.442 1.956
H11 -1.163 -0.815 2.714
H12 -3.030 -0.237 -0.710

Properties
DFT total energy (a.u.): -381.7352
Energy above the lowest of the compared OMol25 structures with the same formula, charge and spin (kcal/mol): 45.39
Charge: +2
Highest occupied orbital energy (eV): -18.222
SMILES string: C=[NH+]CC[C@@H]([NH3+])C=O


9.
Molecular formula: C5H12N2O2
Method: DFT, the ωB97M-V functional and the def2-TZVPD basis

Atoms and positions in Å:
C1 2.605 -0.120 -1.245
C2 1.523 -0.682 -0.313
O1 1.872 -0.520 1.048
C3 0.190 -0.063 -0.682
N1 -0.393 1.001 -0.210
N2 0.133 1.654 0.881
H1 3.562 -0.583 -1.006
H2 2.689 0.958 -1.115
H3 2.365 -0.326 -2.287
H4 1.437 -1.766 -0.470
H5 2.193 0.388 1.156
H6 -0.187 -0.374 -1.650
H7 0.274 1.059 1.698
H8 -0.507 2.401 1.129
C4 -3.068 -0.310 0.081
C5 -1.837 -0.520 0.909
O2 -1.638 -0.127 2.029
H9 -2.773 0.096 -0.885
H10 -3.733 0.405 0.577
H11 -3.584 -1.258 -0.075
H12 -1.122 -1.313 0.432

Properties
DFT total energy (a.u.): -457.6182
Energy above the lowest of the compared OMol25 structures with the same formula, charge and spin (kcal/mol): 82.02
Highest occupied orbital energy (eV): -8.755
SMILES string: C[C@@H](O)/C=N\N.CC=O


10.
Molecular formula: C5H12N2O2
Method: DFT, the ωB97M-V functional and the def2-TZVPD basis

Atoms and positions in Å:
C1 1.510 -1.148 -0.917
C2 1.332 0.149 -0.164
N1 1.671 1.411 -0.801
C3 0.279 1.132 -0.555
C4 -0.373 2.044 0.471
O1 -0.527 0.844 -1.647
H1 1.135 -1.047 -1.932
H2 2.559 -1.411 -0.967
H3 0.976 -1.952 -0.428
H4 1.629 0.114 0.881
H5 1.931 1.314 -1.777
H6 -0.353 3.063 0.096
H7 0.167 2.014 1.413
H8 -1.416 1.764 0.613
H9 -1.070 0.061 -1.435
N2 -1.566 -0.968 1.733
C5 -1.606 -1.796 0.679
O2 -1.696 -1.440 -0.477
H10 -1.457 -1.317 2.669
H11 -1.552 0.031 1.580
H12 -1.572 -2.864 0.965

Properties
DFT total energy (a.u.): -457.6892
Energy above the lowest of the compared OMol25 structures with the same formula, charge and spin (kcal/mol): 37.49
Highest occupied orbital energy (eV): -8.943
SMILES string: C[C@H]1N[C@@]1(C)O.NC=O


11.
Molecular formula: C5H12N2O2
Method: DFT, the ωB97M-V functional and the def2-TZVPD basis

Atoms and positions in Å:
C1 1.353 -0.316 0.826
C2 1.450 0.734 1.915
C3 1.102 0.091 -1.099
N1 0.735 1.318 -1.160
O1 1.270 -0.898 -1.745
H1 -0.372 1.485 -0.226
H2 0.649 1.668 -2.110
H3 1.135 -1.336 1.145
H4 2.358 -0.425 0.408
H5 0.544 0.830 2.517
H6 2.265 0.505 2.607
H7 1.648 1.720 1.492
C4 -1.957 -0.720 -1.551
N2 -1.523 -1.069 -0.211
C5 -1.004 -0.189 0.681
O2 -1.171 1.097 0.522
H8 -1.327 -2.043 -0.042
H9 -0.909 -0.582 1.691
H10 -1.153 -0.827 -2.284
H11 -2.294 0.314 -1.546
H12 -2.796 -1.358 -1.831

Properties
DFT total energy (a.u.): -457.6079
Energy above the lowest of the compared OMol25 structures with the same formula, charge and spin (kcal/mol): 88.49
Highest occupied orbital energy (eV): -8.317


12.
Molecular formula: C5H12N2O2
Method: DFT, the ωB97M-V functional and the def2-TZVPD basis

Atoms and positions in Å:
C1 2.374 -0.471 0.471
C2 1.326 -0.493 -0.620
O1 1.476 -1.231 -1.605
C3 0.421 0.767 -0.725
C4 -0.657 0.611 0.337
C5 -2.011 1.173 -0.068
O2 -0.254 1.186 1.552
N1 -0.768 -0.957 0.568
N2 -1.291 -1.710 -0.540
H1 3.204 0.170 0.170
H2 1.963 -0.108 1.415
H3 2.738 -1.493 0.617
H4 -0.013 0.758 -1.730
H5 1.033 1.662 -0.572
H6 -1.924 2.236 -0.322
H7 -2.730 1.084 0.754
H8 -2.411 0.633 -0.934
H9 -0.071 2.130 1.404
H10 -0.147 -1.387 1.253
H11 -0.550 -1.975 -1.204
H12 -1.711 -2.585 -0.219

Properties
DFT total energy (a.u.): -457.6431
Energy above the lowest of the compared OMol25 structures with the same formula, charge and spin (kcal/mol): 66.37
Highest occupied orbital energy (eV): -8.755
SMILES string: CC(=O)C[C@](C)(O)NN